This record from OMol25 describes one molecule with the formula C10H15NO2 at a distorted geometry. The level of theory is ωB97M-V with the def2-TZVPD basis set.

Atoms and positions in Å:
1 C -0.1073 -2.1584 0.0999
2 C -1.9741 -0.8734 0.3725
3 C -0.1355 -1.3279 -1.1670
4 C -1.3717 -0.5464 -0.9329
5 C -0.0978 0.1728 -0.7890
6 C -0.6467 -1.1793 1.0597
7 C 0.2794 0.2964 0.6985
8 C 0.4220 1.2108 -1.7299
9 C 1.7886 0.1933 0.7100
10 C -0.2345 1.4413 1.5684
11 N -0.5239 -1.4378 2.4609
12 O 0.2263 -2.3573 2.7696
13 O -1.1263 -0.7390 3.2301
14 H -0.8221 -3.0039 -0.0305
15 H 0.8094 -2.7199 0.2012
16 H -2.4986 -0.0942 0.8410
17 H -2.5748 -1.7896 0.4094
18 H 0.3343 -1.7875 -2.0666
19 H -2.1150 -0.2498 -1.7540
20 H 0.9447 1.9141 -1.0508
21 H -0.2899 1.7644 -2.3028
22 H 1.0177 0.9457 -2.6285
23 H 1.9786 -0.4366 1.6423
24 H 2.2458 1.1979 0.7073
25 H 2.1686 -0.4412 -0.1960
26 H -1.2728 1.7119 1.2431
27 H 0.4049 2.3346 1.2575
28 H 0.0452 1.1104 2.5391

Summary:
Energy = -16189.65097 eV
2S+1 = 3
E_HOMO (spin up / spin down) = -6.839 / -9.663 eV
Orbital gap (spin up / spin down) = 7.6 / 6.5 eV
Charge = 0
LUMO (spin up / spin down) = 0.80 / -3.20 eV
Relative energy (zero: lowest compared OMol25 entry of this formula, charge and spin) = 3.968 eV
⟨S²⟩ = 2.009

This record from OMol25 describes C39H47N7O4ReS2 as an isolated structure at a distorted geometry. The level of theory is ωB97M-V with the def2-TZVPD basis set.

Atoms and positions in Å:
1 Re -0.7654 -0.4193 0.5141
2 C -6.9665 -0.3690 -0.4184
3 C -6.0279 -0.0049 -1.5580
4 N -4.8288 0.7287 -1.0853
5 C -4.8262 2.1860 -1.2736
6 C -5.4959 2.9424 -0.1358
7 C -3.8488 0.0782 -0.5000
8 S -2.5519 1.0256 0.2476
9 N -3.9699 -1.2442 -0.4633
10 C -3.1977 -2.0979 0.1031
11 O -2.0693 -1.8662 0.7383
12 C -3.5893 -3.5084 0.0682
13 C -4.8847 -3.8613 -0.3185
14 C -5.2515 -5.1922 -0.3625
15 C -4.3274 -6.1783 -0.0389
16 C -3.0338 -5.8354 0.3342
17 C -2.6652 -4.5042 0.3955
18 H -7.8292 -0.8995 -0.8192
19 H -7.3294 0.5166 0.1007
20 H -6.4704 -1.0158 0.3039
21 H -6.5243 0.6475 -2.2727
22 H -5.6943 -0.8948 -2.0856
23 H -5.3463 2.3758 -2.2109
24 H -3.7925 2.5072 -1.4039
25 H -6.5539 2.6962 -0.0664
26 H -5.4174 4.0135 -0.3195
27 H -5.0271 2.7193 0.8223
28 H -5.5916 -3.0867 -0.5779
29 H -6.2558 -5.4664 -0.6536
30 H -4.6161 -7.2197 -0.0832
31 H -2.3153 -6.6081 0.5697
32 H -1.6565 -4.2314 0.6730
33 C -1.4183 0.0749 5.8914
34 C -0.3353 0.6469 4.9662
35 C -0.5557 0.2607 3.5803
36 N -0.7296 -0.0438 2.4885
37 H -1.1977 0.3799 6.9112
38 H -1.4349 -1.0125 5.8541
39 H -2.4021 0.4534 5.6226
40 H 0.6612 0.3009 5.2470
41 H -0.3219 1.7390 4.9876
42 O 2.7116 0.4473 -0.3311
43 C 1.7245 0.8349 -0.8665
44 O 0.5169 0.1544 -0.6461
45 C 1.5573 2.0296 -1.7071
46 C 2.6806 2.8257 -1.9201
47 C 2.5688 3.9783 -2.6787
48 C 1.3422 4.3282 -3.2280
49 C 0.2217 3.5293 -3.0202
50 C 0.3242 2.3804 -2.2562
51 H 3.6266 2.5357 -1.4858
52 H 3.4377 4.5999 -2.8444
53 H 1.2595 5.2229 -3.8312
54 H -0.7262 3.8016 -3.4649
55 H -0.5449 1.7587 -2.0832
56 N -1.2575 4.3882 0.2895
57 C 0.0116 4.1062 0.6430
58 S 0.3187 2.6590 1.4711
59 N 0.9207 5.0172 0.2910
60 C 2.3308 5.1123 0.4805
61 C 2.8870 6.3421 0.1407
62 C 4.2515 6.5446 0.2438
63 C 5.0730 5.5197 0.6934
64 C 4.5114 4.2994 1.0334
65 C 3.1437 4.0814 0.9279
66 H -1.9792 3.7555 0.5857
67 H -1.5188 5.2349 -0.1880
68 H 0.5493 5.8393 -0.1657
69 H 2.2495 7.1488 -0.2046
70 H 4.6697 7.5056 -0.0215
71 H 6.1391 5.6745 0.7810
72 H 5.1417 3.4942 1.3873
73 H 2.7273 3.1234 1.1938
74 C 4.8948 -3.7257 -3.4041
75 C 5.2261 -4.2836 -2.0289
76 N 4.3920 -3.7053 -0.9658
77 C 5.0138 -2.7342 -0.0713
78 C 5.4646 -1.4773 -0.7971
79 C 3.1563 -4.2079 -0.8272
80 O 2.6837 -5.0845 -1.5328
81 C 2.2528 -3.6915 0.2720
82 C 1.9677 -4.4875 1.3690
83 C 0.9860 -4.0801 2.2552
84 C 0.2983 -2.9132 2.0012
85 N 0.5619 -2.1359 0.9382
86 C 1.5364 -2.5196 0.0966
87 H 5.5391 -4.1821 -4.1548
88 H 5.0396 -2.6459 -3.4402
89 H 3.8618 -3.9549 -3.6619
90 H 6.2646 -4.0860 -1.7639
91 H 5.0754 -5.3628 -2.0221
92 H 5.8702 -3.2121 0.4127
93 H 4.3050 -2.4761 0.7150
94 H 6.2627 -1.6925 -1.5069
95 H 5.8469 -0.7563 -0.0760
96 H 4.6335 -1.0176 -1.3328
97 H 2.4944 -5.4220 1.5143
98 H 0.7330 -4.6707 3.1239
99 H -0.5093 -2.6017 2.6456
100 H 1.7333 -1.8786 -0.7487

Summary:
Energy = -83616.28391 eV
2S+1 = 2
E_HOMO (spin up / spin down) = -12.786 / -12.795 eV
Orbital gap (spin up / spin down) = 5.9 / 5.9 eV
Charge = +2
LUMO (spin up / spin down) = -6.87 / -6.86 eV
Relative energy (zero: lowest compared OMol25 entry of this formula, charge and spin) = 2.460 eV
⟨S²⟩ = 0.756